C26H29BiF4N5O6S4Si | the ωB97M-V functional and the def2-TZVPD basis

Atoms and positions in Å:
H 1.5897 -0.3181 -5.5666
H 5.1222 -3.0876 -2.3923
H 1.2039 1.5214 2.0451
S -0.0426 1.1344 -3.7650
H 0.5190 1.9506 0.4829
H -1.0849 4.9578 1.6362
H 3.6738 1.9159 0.7701
C 3.5710 1.2373 -0.0733
H -3.7691 -0.8724 4.5918
H 3.9666 -1.0126 -1.7765
C -0.9960 1.7763 4.7814
H 1.4565 -1.1329 -4.0014
O -2.7984 -2.6803 -3.8884
H -0.5490 0.9628 6.7063
H 3.7939 -1.5320 1.3226
O 2.5451 0.6388 -4.0053
H -4.4007 -1.7474 -2.1947
Bi -0.5694 -0.0124 -1.4717
H 3.4203 1.8424 -0.9623
H 4.5217 0.7238 -0.1772
H 1.3862 -5.1693 -2.1980
C -0.7184 5.4292 -0.4188
C -1.1463 4.6147 0.6147
C 1.9809 -4.2722 -2.1197
F -0.5406 -1.9253 3.2515
H 3.8630 -5.2184 -2.5378
C 2.1230 -0.5550 -4.6437
C 4.0575 -3.1059 -2.2127
N -3.1198 1.6631 1.0725
C -2.1802 -0.0532 5.7815
H -0.0555 0.5153 1.3466
O 0.5307 -3.3791 0.8545
C -3.3782 -1.4772 -1.8970
C 2.0401 -1.8895 -1.6123
O -1.2142 -1.4620 -2.9525
N -3.1759 -0.0589 -1.6620
H 2.6111 -1.0139 2.5071
C 1.3452 -3.0902 -1.7933
O -1.8263 -3.7689 0.2210
N -1.7391 2.9102 -0.9463
C -1.3079 3.6857 -1.9227
C 0.8148 1.1170 1.1138
F -1.1217 -4.0012 3.1915
O -0.9905 -1.4781 0.4207
S -3.8342 0.6251 2.1485
C -2.8015 0.7370 3.6007
S 2.1750 2.9281 -2.9654
C -2.4192 -1.9414 -3.0103
H -3.1083 -2.0377 -0.9950
C -1.1866 0.8994 5.8399
C 3.3515 -4.2925 -2.3176
H -0.3270 6.4124 -0.2014
H -3.5713 0.5267 -2.3881
H -1.3626 3.2595 -2.9136
Si 2.1219 0.0204 0.2572
C -0.8010 4.9626 -1.7200
H -3.4734 0.2739 -0.7530
C 3.4145 -1.9339 -1.8726
H -2.3241 -0.7495 6.5949
H -0.4756 5.5600 -2.5555
C 1.6461 1.5080 -3.5848
H -0.7231 3.1128 2.6513
H 2.1810 -2.2242 1.3131
N 1.4576 -0.7192 -1.1707
C -1.2855 -2.8192 2.5806
C -2.9931 -0.1281 4.6577
C -2.1759 2.4662 1.3622
S -0.8153 -2.9047 0.7455
F 0.0035 -3.1397 -1.6201
H 3.0361 -1.1148 -4.8431
H -0.2318 2.5393 4.8300
C 2.7413 -1.3086 1.4720
C -1.6644 3.3560 0.3057
C -1.7966 1.7021 3.6537
F -2.5700 -2.4726 2.7661
N -1.5996 2.6141 2.6124

## Properties
- E (eV) = -115101.5658
- multiplicity = 1
- total charge = -1
- E_LUMO (eV) = 2.01
- HOMO energy (eV) = -5.341

C23H60N8O6 | the ωB97M-V functional and the def2-TZVPD basis

Atoms and positions in Å:
H -0.5048 -1.4709 3.9436
H 5.9004 0.3986 2.6676
C -1.2807 5.1046 -0.5001
H -6.0661 4.6212 -4.8373
H 3.2674 0.6986 -1.3476
C 2.1970 3.4167 2.9559
N -0.7826 4.0332 -1.1893
C 5.0894 0.5188 1.9478
H -4.0711 -5.6952 3.1071
C 6.0401 1.0672 -0.3024
O 1.1748 3.3925 2.2913
H -0.8186 4.1102 -2.1871
C 3.5051 -1.7244 -0.1760
H -3.5494 -0.3797 -3.6471
H -3.1057 -5.3172 0.3607
H -1.9870 -3.4292 2.6165
H -0.5398 -2.8591 -0.5891
H -4.9951 1.4865 -6.5354
H 5.0846 -2.9879 -0.9952
H -0.5793 4.2953 1.3058
O -1.2551 0.3168 3.1691
H -1.0972 -4.5719 1.8365
C -5.3619 2.6706 -4.7995
C 4.5778 -2.8268 -0.0400
H -1.6083 5.7181 1.4012
H -1.6124 -0.5483 4.9790
O -4.2462 -4.1984 1.7147
H 6.3963 -3.3097 1.0940
O -5.3300 0.5746 -3.6838
C -0.6762 -0.0094 1.9086
H -1.0818 -0.9558 1.5365
C 5.4012 -0.0475 0.5280
H 5.3735 1.9117 -0.4254
H 7.0350 -0.9858 1.4591
H -2.6731 -2.3197 0.6986
H 4.1657 0.1062 2.3557
H 3.0957 2.8729 4.7531
H 1.4497 2.3601 4.5033
H -2.1526 1.4512 -0.8731
H -2.8931 0.3429 0.1483
H 5.2173 -2.4629 2.0083
H 4.8964 1.5950 1.8831
C 2.8879 -1.9327 -1.5522
H 7.0650 -1.3191 -0.1935
O -1.7702 6.0950 -1.0256
H -1.4992 -0.1800 -0.8803
H -3.7482 1.9174 -3.6053
O 3.2959 0.6373 -0.3847
H 2.4892 -2.9503 -1.6322
H 2.0762 -2.9628 0.9415
N -1.1505 5.0011 0.8735
H 1.9733 -1.3380 -1.6905
C -3.4578 -4.2913 0.5474
H -1.2619 -4.4159 -0.9512
H 4.0859 -3.7602 0.2425
H -5.2237 2.3835 -2.6776
H -5.7137 -5.2918 2.6292
N -5.2750 4.1242 -4.4422
C -4.6964 -5.4254 2.2507
H 1.5550 -1.3371 0.6908
C -1.8949 0.6016 -0.2284
C -4.5501 2.3509 -6.0294
H -3.4937 2.1992 -5.8272
H 3.2920 4.4347 1.5864
C -0.9513 1.0919 0.8774
H -4.7489 -6.2274 1.5134
H -4.0524 -4.0819 -0.3568
C 6.3541 -1.2329 0.6329
C 2.4421 -1.9364 0.9070
H -4.4772 4.4975 -4.9484
C -2.2836 -3.3401 0.6548
H 3.9542 4.4149 3.1919
N -1.4218 -3.6141 1.7944
N 2.2542 2.8824 4.2077
N 0.3136 1.6056 0.2427
N 4.1585 -0.4434 -0.1207
C -1.4930 -3.3915 -0.6436
C -1.4001 -0.8385 3.9475
H -0.4183 3.2239 -0.7022
H 2.8476 -1.6401 1.8741
H 6.3124 0.6327 -1.2721
H -1.5676 1.8629 1.3471
N 3.3556 4.0100 2.4932
H -6.4188 2.4072 -4.8482
H 0.4012 -0.1137 2.0774
H -5.0469 -1.3386 -3.2723
H 3.5593 -1.7332 -2.3855
H -2.2553 -1.4472 3.6250
H 0.9624 0.8170 0.2493
H -2.0238 -2.8879 -1.4569
C 5.6448 -2.5202 1.0010
H 7.0094 1.3470 0.1187
H 0.6640 2.0912 1.0889
C -4.5023 -0.4187 -3.0978
C -4.8467 1.8949 -3.5779
H -4.6703 3.1276 -6.7909
H -4.2394 -0.2049 -2.0577

## Properties
- E (eV) = -49028.5888
- multiplicity = 1
- E_LUMO (eV) = 0.40
- HOMO energy (eV) = -8.075
- SMILES string = CC1(C)CCCC(C)(C)N1O.COC[C@H](C)N.COC[C@H](C)N.COC[C@H](C)N.NC(N)=O.NC(N)=O

Look up the E_LUMO of the first one.
2.01 eV

The lowest HOMO energy belongs to which entry?
C23H60N8O6